[1]
{"formula": "C26H21KN11O2PS", "method": "ωB97M-V with the def2-TZVPD basis set", "total_charge": -2, "fmax_ha_per_bohr": 0.026, "e_above_lowest_ev": 1.4840, "e_homo_ha": -0.075, "species": ["K", "H", "C", "H", "N", "H", "H", "N", "N", "N", "H", "N", "H", "N", "C", "H", "N", "C", "C", "C", "H", "C", "H", "C", "C", "P", "N", "C", "N", "C", "O", "O", "H", "C", "C", "C", "H", "C", "H", "C", "C", "H", "N", "C", "S", "C", "C", "H", "H", "H", "C", "C", "H", "N", "C", "H", "C", "C", "H", "H", "H", "C", "C"], "positions_angstrom": [[0.21623, 0.69382, 0.09892], [2.33388, 1.67356, 2.93055], [0.54777, 1.33584, 5.46842], [3.00594, 0.32642, 3.87447], [-2.31187, 0.31497, -0.15423], [1.72628, -5.61429, -1.40283], [1.00815, -2.57093, 1.43156], [-4.43785, 0.84112, 0.18117], [-0.33386, 4.82802, 0.06809], [-2.99636, 2.65270, -0.29687], [1.46314, 1.83500, 5.17413], [0.26004, 3.87196, -0.58019], [-2.72020, -0.39645, 6.54946], [-3.04036, -0.80375, 0.11141], [1.20738, -1.91418, 3.45783], [2.46794, -8.01852, 0.65101], [-1.62294, 4.49977, 0.29336], [-3.21540, 1.28421, -0.09109], [-0.08507, 1.72119, 6.65003], [-0.12468, -5.46121, -0.30597], [2.27862, -3.88322, 6.01762], [2.40108, 0.58442, 3.00369], [0.41983, -6.78879, 4.89413], [0.92789, -4.96616, -1.06599], [2.63638, -7.86944, 2.79220], [0.70882, -0.17618, 3.01616], [-4.27909, -0.48949, 0.30450], [1.25632, -2.87058, 2.44205], [-0.63011, 2.87881, -0.83438], [0.02182, 0.32540, 4.66622], [4.25939, 0.10799, 1.52196], [2.14495, -0.40906, 0.91193], [-1.95116, -4.94220, 0.70787], [-1.16895, -0.27934, 5.08004], [-1.04075, -3.25506, -0.25863], [-1.11797, -4.59283, 0.11169], [-0.90712, -6.53147, 2.81274], [1.65732, -4.17627, 2.70301], [0.34069, 2.51560, 7.25194], [0.67301, -7.27762, 1.56487], [-1.25433, 1.09506, 7.05360], [1.55492, -1.57793, 5.55110], [-0.03770, -2.77365, -1.00068], [1.97676, -7.74784, 1.57634], [-0.25058, -7.19728, 0.04254], [0.84686, -7.07135, 3.93844], [1.98918, -3.60569, 5.01035], [1.69454, -4.89560, 1.89048], [-1.81211, -2.53790, 0.02634], [1.74360, -3.18605, -1.94625], [3.04304, 0.05006, 1.69329], [2.02664, -4.55004, 3.98994], [2.34951, -5.56618, 4.19678], [2.09071, -7.54864, 3.96387], [-1.79587, 0.08837, 6.25899], [-1.74922, 1.39457, 7.96996], [1.58192, -2.30256, 4.74368], [0.92682, -3.61461, -1.37508], [-3.72949, 3.21604, 0.10105], [3.65582, -8.23930, 2.82104], [-1.61550, -1.04593, 4.45441], [-1.75244, 3.30525, -0.26893], [0.09988, -6.92529, 2.77627]], "forces_ev_per_a": [[-0.1, -0.1, -0.6], [0.0, 0.0, 0.0], [0.0, 0.0, 0.1], [0.0, 0.0, 0.0], [-0.7, -0.2, 0.1], [0.0, 0.0, 0.0], [0.0, 0.0, 0.1], [-0.1, -0.2, 0.1], [-0.1, -0.1, 0.0], [0.2, -0.1, -0.1], [0.0, 0.0, 0.0], [-0.3, 0.0, 0.0], [0.0, 0.0, 0.0], [0.1, 0.1, 0.0], [0.0, 0.0, -0.1], [0.0, 0.0, 0.0], [0.2, 0.2, 0.0], [0.1, 0.5, -0.1], [0.0, -0.1, -0.1], [-0.1, 0.2, -0.1], [0.0, 0.0, 0.0], [-0.1, -0.1, 0.0], [0.0, 0.0, 0.0], [0.0, 0.0, 0.1], [-0.1, 0.0, 0.1], [0.2, -0.2, 0.8], [0.0, 0.1, 0.0], [0.0, -0.1, 0.0], [-0.1, 0.5, -0.1], [0.1, 0.0, 0.0], [0.0, 0.1, 0.2], [1.3, -0.4, 0.2], [0.0, 0.0, 0.0], [0.0, 0.0, 0.0], [0.1, 0.2, -0.2], [0.0, 0.0, 0.0], [0.0, 0.0, 0.0], [0.1, 0.2, 0.0], [0.0, 0.0, 0.0], [0.0, -0.2, 0.1], [0.0, 0.0, -0.1], [0.0, 0.0, 0.0], [0.1, -0.1, 0.1], [0.1, -0.1, -0.1], [0.1, -0.2, 0.1], [-0.4, -0.6, -0.2], [-0.1, 0.1, -0.2], [0.0, 0.2, 0.1], [0.0, 0.0, 0.0], [0.0, 0.0, 0.0], [-0.4, -0.2, -0.1], [0.3, 0.3, 0.2], [0.2, 0.9, 0.0], [-0.1, -0.6, -0.2], [0.0, 0.0, 0.0], [0.0, 0.0, 0.0], [0.0, 0.0, 0.0], [-0.1, 0.1, 0.1], [0.0, 0.0, 0.0], [0.0, 0.0, 0.0], [0.0, 0.0, 0.0], [-0.4, -0.2, -0.1], [-0.1, -0.1, 0.2]], "nbo_charge": [0.910, 0.238, -0.253, 0.220, -0.477, 0.216, 0.244, -0.431, -0.165, -0.618, 0.214, -0.179, 0.201, -0.201, -0.291, 0.225, -0.427, 0.417, -0.218, -0.165, 0.195, -0.837, 0.203, -0.279, 0.035, 0.837, -0.153, -0.206, -0.477, -0.219, -0.717, -0.845, 0.222, -0.238, 0.034, -0.255, 0.235, -0.172, 0.199, -0.122, -0.241, 0.212, -0.399, -0.274, 0.239, 0.053, -0.222, 0.191, 0.273, 0.197, 0.786, -0.259, 0.218, -0.441, -0.205, 0.196, -0.220, 0.045, 0.396, 0.189, 0.220, 0.397, -0.253]}

---

[2]
{"formula": "C47H40BBaCl5F4N2O2P2S", "method": "ωB97M-V with the def2-TZVPD basis set", "fmax_ha_per_bohr": 0.067, "e_above_lowest_ev": 0.5896, "e_homo_ha": -0.298, "species": ["H", "C", "C", "H", "H", "F", "H", "C", "H", "B", "C", "C", "Cl", "C", "C", "H", "C", "H", "H", "P", "C", "C", "C", "F", "H", "H", "H", "H", "C", "C", "H", "H", "C", "Cl", "Ba", "C", "C", "H", "O", "C", "C", "C", "C", "H", "H", "C", "C", "H", "H", "C", "C", "N", "H", "C", "C", "C", "C", "S", "C", "H", "C", "H", "H", "H", "H", "Cl", "C", "H", "H", "Cl", "C", "C", "H", "C", "F", "H", "C", "C", "P", "F", "C", "H", "O", "C", "H", "H", "H", "N", "H", "C", "H", "C", "H", "H", "Cl", "C", "C", "C", "C", "C", "C", "H", "H", "H", "C"], "positions_angstrom": [[-1.36956, 2.38763, -5.93360], [-0.10245, -2.99797, 5.64651], [4.15884, -0.57819, 1.92142], [1.22051, 4.76976, 4.96671], [-3.21338, -2.91479, 4.29807], [-2.13982, -0.89211, 0.70710], [2.21512, -0.96422, -3.50657], [-2.39714, -1.36434, -2.88810], [4.23299, -4.58412, -4.58357], [-3.56447, -0.60165, 0.40227], [-1.62525, -1.56001, 3.82016], [-0.10675, 3.68501, 6.26847], [-2.43755, 2.96803, -3.13366], [0.44946, -1.91635, 4.97712], [2.78100, -0.41816, 1.99995], [1.87630, 3.49310, -5.19160], [-0.47442, -4.48426, 1.43617], [2.73127, -5.85685, -3.07037], [0.98340, 4.89225, -4.55743], [0.31021, 0.26762, 3.15402], [2.14231, 0.06836, 3.15098], [2.95290, 0.38823, 4.23897], [1.35514, 3.69071, -1.87107], [-4.15014, -0.11930, 1.54229], [0.49716, -3.55169, 6.35848], [0.96887, -4.69079, -1.82324], [-2.16632, -0.31726, -2.70066], [4.93666, 0.48524, 5.04269], [0.69494, 3.83919, 5.13946], [-2.38849, 5.59888, 0.58381], [4.59411, -0.93030, 0.99583], [-0.38669, 3.66727, -5.26483], [-0.34359, 2.67014, -5.68774], [-2.78081, 6.10279, -3.38622], [-1.15078, 0.80927, -0.47913], [-2.55222, 5.39202, -1.81655], [-1.42367, -3.36577, 5.40318], [2.49818, 0.78302, 5.14022], [3.00024, -0.93340, -0.59163], [-2.11663, 4.23682, 0.62516], [-0.30371, -1.19183, 4.05369], [-2.98482, -3.99767, -3.53748], [2.28431, -2.04480, -3.46219], [2.60006, 4.51376, -3.95295], [-1.49129, -4.13075, -0.41219], [2.60306, -4.78954, -3.19915], [3.44593, -4.07480, -4.04148], [6.00817, -0.37647, 2.98550], [-4.34649, -0.89252, -3.64704], [0.11341, -2.73635, -0.13099], [1.09151, -2.29586, 0.79747], [0.19227, 1.69921, -4.73455], [-2.22609, -1.00618, 3.11068], [-2.03582, 3.42145, -0.46969], [1.59663, -4.12753, -2.50478], [-0.68345, -3.80967, 0.23611], [-0.78643, 2.49405, 6.46654], [1.93339, -0.73571, 0.45450], [-3.62624, -1.67822, -3.45827], [1.41865, 2.95676, 3.34235], [1.66312, 4.07895, -4.29920], [1.43627, 2.85054, -1.19023], [2.29400, 4.24223, -1.83960], [-1.19326, 0.52530, 5.72499], [0.20346, 0.02929, -5.98029], [-2.86297, 7.88582, -0.80439], [1.40697, -2.75590, -2.64612], [-1.41413, 2.36408, 7.33870], [1.47984, -1.64003, 5.17369], [-1.84369, 3.46505, 2.22693], [0.13168, 1.59799, 4.41515], [-1.76855, -3.68508, -2.95609], [-1.29963, 0.25616, -5.06745], [3.28958, -2.69874, -4.16303], [-4.13956, -1.72521, -0.11882], [-1.85872, -4.20865, 5.92536], [0.55361, -4.10895, 2.28287], [-2.58112, 6.18750, -0.67086], [0.07479, -1.85301, -1.75798], [-3.48075, 0.45608, -0.60516], [-2.31100, 4.03322, -1.65263], [0.54827, 4.34629, -1.54309], [0.28095, 1.28949, -2.48579], [4.93197, -0.25929, 3.03025], [0.15219, -0.34931, -4.25624], [-3.20832, -5.02360, -3.80381], [2.09995, -2.67811, 2.65610], [1.15236, 3.22063, -3.24136], [-1.11490, -5.31582, 1.70437], [-2.18395, -2.64292, 4.49430], [-4.88151, -3.24097, -4.21189], [-0.20864, 0.33183, -5.01627], [-1.04168, -4.46975, -2.78909], [-0.20290, 4.49257, 6.98276], [-2.48110, 6.56649, 2.01650], [-0.66165, 1.45248, 5.54703], [1.33079, -3.00280, 1.96951], [0.50885, 2.04396, -3.45652], [4.33115, 0.22426, 4.18342], [-1.46099, -2.36759, -2.60180], [-3.92172, -2.99275, -3.77460], [0.23838, 2.69028, -6.61078], [0.73108, -4.64236, 3.20762], [3.96704, -2.12941, -4.78770], [0.80194, 2.80860, 4.22211]], "forces_ev_per_a": [[0.0, 0.0, 0.0], [-0.1, 0.0, -0.1], [-0.1, 0.1, 0.4], [0.0, 0.0, 0.0], [0.0, 0.0, 0.0], [-1.4, -1.4, 0.8], [0.0, 0.0, 0.0], [0.2, -0.3, 0.0], [0.0, 0.0, 0.0], [-0.5, -0.2, 0.2], [-0.1, -0.1, 0.0], [0.1, 0.0, -0.1], [0.0, 0.5, 0.6], [0.1, 0.0, 0.1], [0.3, -0.1, 0.0], [0.0, 0.1, 0.1], [0.0, 0.0, 0.0], [0.0, 0.0, 0.0], [0.0, 0.1, 0.1], [0.0, 0.5, -0.1], [0.0, -0.2, -0.2], [0.0, 0.0, 0.1], [0.0, 0.0, -0.3], [0.1, -0.1, -0.2], [0.0, 0.0, 0.0], [0.0, 0.0, 0.0], [-0.1, -0.2, -0.1], [0.0, 0.0, 0.0], [-0.1, -0.1, 0.1], [0.0, 0.1, 0.0], [0.0, 0.0, 0.0], [-0.1, -0.2, 0.0], [-0.2, -0.1, 0.0], [0.0, -0.1, 0.2], [2.6, 2.3, -0.1], [0.0, 0.1, -0.2], [0.0, 0.1, 0.0], [0.0, 0.0, 0.0], [-0.7, 0.0, 0.8], [0.2, -0.1, 0.9], [0.0, -0.1, 0.1], [-0.1, 0.2, 0.0], [0.0, 0.1, 0.0], [0.0, 0.0, 0.0], [0.1, 0.1, 0.0], [0.0, 0.2, 0.0], [-0.1, 0.1, 0.1], [0.0, 0.0, 0.0], [0.0, 0.0, 0.0], [0.4, 0.3, 0.1], [0.0, -0.2, 0.0], [0.0, 0.1, -0.3], [0.0, 0.0, 0.0], [-0.2, 0.0, 0.0], [0.0, -0.2, 0.0], [-0.1, -0.1, 0.0], [0.1, -0.1, -0.1], [0.1, 0.1, -1.0], [0.2, 0.1, 0.0], [0.0, -0.1, 0.0], [0.4, -0.2, 0.2], [0.0, -0.1, 0.0], [0.0, 0.0, 0.0], [0.0, 0.0, 0.0], [0.0, 0.0, 0.0], [0.0, -0.1, 0.0], [0.0, -0.1, 0.0], [0.0, 0.0, 0.0], [0.0, 0.0, 0.0], [0.0, 0.3, -0.5], [0.1, -0.1, 0.1], [0.1, 0.1, 0.0], [0.0, -0.1, 0.0], [0.0, -0.1, 0.1], [0.1, 0.2, 0.0], [0.0, 0.0, 0.0], [0.0, 0.0, 0.0], [0.0, 0.1, 0.0], [0.4, -0.5, 0.0], [-1.4, -0.8, 0.4], [-0.2, -0.2, -0.8], [-0.1, 0.0, 0.0], [0.3, 0.1, -0.9], [0.1, 0.0, -0.1], [0.1, 0.0, 0.1], [0.0, 0.0, 0.0], [0.0, 0.0, 0.0], [-0.1, 0.2, -0.1], [0.0, 0.0, 0.0], [0.1, 0.1, 0.0], [0.0, 0.0, 0.0], [-0.2, 0.1, -0.1], [0.0, 0.0, 0.0], [0.0, 0.0, 0.0], [0.0, -0.1, -0.1], [-0.1, 0.1, 0.1], [-0.1, 0.0, -0.2], [0.3, 0.2, 0.6], [0.0, 0.0, 0.0], [-0.3, 0.0, 0.0], [0.1, -0.1, 0.0], [0.0, 0.0, 0.0], [0.0, 0.0, 0.0], [0.0, 0.0, 0.0], [0.0, 0.1, -0.1]], "lowdin_charge": [0.083, -0.085, -0.064, 0.106, 0.110, -0.223, 0.098, -0.139, 0.102, -1.250, -0.085, -0.083, 0.653, -0.095, -0.398, 0.088, -0.048, 0.103, 0.091, 1.100, -0.362, -0.089, -0.010, 0.173, 0.104, 0.096, 0.038, 0.108, -0.082, -0.703, 0.105, 0.057, -0.088, 0.646, 1.890, -0.704, -0.082, 0.112, -0.490, -0.678, -0.395, -0.066, -0.102, 0.090, 0.106, -0.075, -0.083, 0.108, 0.118, -0.359, -0.352, -0.128, 0.091, -0.358, -0.091, -0.071, -0.075, 0.883, -0.060, 0.109, -0.050, 0.078, 0.090, 0.101, 0.101, 0.664, -0.346, 0.104, 0.101, 0.634, -0.402, -0.088, 0.090, -0.073, 0.183, 0.103, -0.063, -0.704, 1.026, -0.142, -0.655, 0.088, -0.304, -0.060, 0.049, 0.106, 0.109, -0.102, 0.112, -0.061, 0.107, -0.033, 0.094, 0.102, 0.659, -0.078, -0.071, -0.546, -0.062, -0.344, -0.066, 0.095, 0.109, 0.104, -0.153]}

---

[3]
{"formula": "C2H2F3NO", "method": "ωB97M-V with the def2-TZVPD basis set", "smiles": "[O-][N+]#CF.FCF", "fmax_ha_per_bohr": 0.073, "e_above_lowest_ev": 5.9197, "e_homo_ha": -0.379, "species": ["O", "F", "C", "C", "F", "H", "N", "F", "H"], "positions_angstrom": [[1.89402, 1.49940, -0.66739], [1.61171, -1.84442, 0.44292], [-1.37835, 0.14711, 0.11337], [1.55273, -0.73175, -0.19975], [-0.87147, 0.62264, 1.23671], [-0.59896, -0.48291, -0.21064], [1.91150, 0.38648, -0.25287], [-2.53537, -0.56826, 0.29480], [-1.58580, 0.97171, -0.75715]], "forces_ev_per_a": [[0.6, 1.5, 0.0], [0.2, -0.1, 0.2], [-1.1, 1.3, -3.3], [0.4, -0.7, 0.2], [-0.5, 1.1, 1.4], [0.3, -1.3, -1.0], [-0.8, -0.8, -0.4], [0.6, 0.5, 0.4], [0.3, -1.6, 2.5]], "nbo_charge": [-0.359, -0.242, 0.441, 0.477, -0.335, 0.109, 0.130, -0.350, 0.129]}